This record from the Open Molecules 2025 dataset describes a molecular structure, C47H35Br4F3NO3PdSbTe at a distorted geometry. The level of theory is wB97M-V/def2-TZVPD.

Computed properties:
Orbital gap (spin up / spin down) in eV: 3.1977 / 3.1892
⟨S²⟩: 0.787
Spin multiplicity: 2
Lowest unoccupied orbital energy (spin up / spin down) in Ha: -0.013 / -0.013
Relative energy (zero: lowest compared OMol25 entry of this formula, charge and spin) in kcal per mole: 126.3
Charge: -1
DFT total energy in eV: -362568.199
M in g mol⁻¹: 1394.191

Structure (XYZ):
```
96
Properties=species:S:1:pos:R:3:forces:R:3
Pd 0.137281 -0.798229 -0.397987 0.254 -1.736 -0.811
Br 5.009306 -3.844257 -5.048051 0.129 -0.021 -0.061
C 3.456184 -3.373442 -4.094606 -0.688 -1.135 0.005
C 2.423845 -4.359486 -3.885056 1.004 0.479 -0.458
Br 2.623214 -6.063243 -4.653518 0.002 -0.231 -0.105
C 1.308876 -4.070953 -3.141014 -0.066 0.950 0.691
Br -0.088550 -5.300929 -2.903533 -0.127 -0.107 -0.088
C 1.149920 -2.788235 -2.513000 2.016 -0.694 -1.118
O 0.205234 -2.523489 -1.733862 -1.689 1.399 1.227
C 2.128099 -1.728794 -2.855255 -0.184 -1.612 -0.752
O 1.884345 -0.582947 -2.478945 0.201 1.531 1.082
C 3.304411 -2.108172 -3.616479 -0.960 0.487 0.492
Br 4.549481 -0.732521 -3.899713 0.115 0.150 -0.017
C 0.770484 7.300642 -4.734069 -0.009 -0.032 0.032
C 0.631472 6.087499 -3.848624 0.031 0.016 -0.013
C 1.573057 5.067075 -3.877513 -0.055 -0.001 -0.019
C 1.465781 3.940182 -3.064926 0.085 -0.141 0.044
C 2.552295 2.892226 -3.138057 -0.046 0.044 0.085
C 0.375965 3.848454 -2.191841 -0.542 0.196 0.231
Te 0.160234 1.973582 -0.970404 0.907 0.410 -0.263
N -0.234213 0.785064 0.768030 -0.206 0.137 -0.106
C -0.304247 1.348861 1.975437 -0.151 0.177 0.134
O -0.532604 2.539745 2.215687 -0.163 -0.005 -0.239
C -0.116168 0.445709 3.157821 -0.098 -0.315 0.047
C 0.941205 -0.346694 3.312711 0.224 -0.037 0.212
C 1.193963 -1.060932 4.574237 0.127 0.135 -0.193
C 0.310949 -1.068902 5.569638 -0.222 0.008 0.099
C -1.052154 -0.478263 5.388754 0.110 -0.083 -0.153
C -1.209585 0.535027 4.187381 0.039 -0.080 -0.041
C 1.819852 2.768578 0.139247 0.012 0.056 0.090
C 1.653186 4.085607 0.561483 -0.047 0.003 -0.067
C 2.579740 4.703934 1.387415 -0.005 -0.087 -0.023
C 3.690475 3.991686 1.810511 -0.052 -0.077 -0.040
C 3.854727 2.679390 1.394534 -0.003 0.031 0.032
C 2.933018 2.041713 0.561311 0.128 -0.199 -0.080
C 3.213101 0.629574 0.123470 0.033 0.144 -0.030
C -0.586395 4.858588 -2.141005 0.019 0.066 -0.036
C -1.778783 4.834356 -1.208092 0.100 0.028 -0.130
C -0.439410 5.966801 -2.975337 -0.058 0.024 0.030
H 1.615779 7.196499 -5.414556 -0.015 -0.006 0.014
H 0.927081 8.204249 -4.140609 0.000 -0.017 0.001
H -0.128924 7.456786 -5.333118 0.012 -0.012 0.010
H 2.419411 5.143659 -4.554875 -0.031 -0.020 0.021
H 3.078252 2.953505 -4.091738 -0.016 -0.004 0.037
H 2.177867 1.873337 -3.030968 -0.009 -0.057 -0.054
H 3.283253 3.046979 -2.338541 -0.015 0.008 -0.003
H 1.685353 -0.399673 2.525716 -0.012 -0.028 0.032
H 2.160749 -1.533648 4.703476 -0.016 -0.003 -0.029
H 0.553125 -1.536597 6.518209 -0.018 -0.016 -0.032
H -1.454450 -0.085925 6.321898 -0.052 0.083 -0.051
H -1.400966 1.581246 4.423637 0.048 0.047 0.048
H 0.779254 4.641344 0.252264 -0.013 0.019 -0.002
H 2.422446 5.727632 1.704249 -0.017 -0.035 -0.003
H 4.421194 4.448041 2.467420 0.002 -0.001 -0.034
H 4.726693 2.120959 1.717005 -0.019 0.008 -0.008
H 4.128622 0.264751 0.589842 -0.011 -0.024 -0.008
H 3.328918 0.568678 -0.959290 -0.048 -0.047 -0.046
H 2.396493 -0.045308 0.386756 -0.009 -0.029 0.003
H -1.747915 4.001870 -0.507352 0.024 -0.044 0.057
H -2.711137 4.766732 -1.773569 0.016 -0.020 0.009
H -1.819406 5.754455 -0.620976 -0.004 -0.023 -0.003
H -1.184841 6.758037 -2.934128 0.025 -0.027 -0.003
F -5.578210 -2.515652 5.143355 0.038 0.008 -0.018
C -4.485594 -1.834940 4.705608 -0.204 0.089 -0.173
C -3.287193 -2.090489 5.266343 0.265 -0.001 0.089
C -2.102675 -1.415782 4.662906 -0.066 -0.031 0.192
C -2.449531 -0.245357 3.810209 0.021 0.026 0.021
C -3.683415 0.011030 3.323397 -0.121 -0.064 0.037
C -4.729418 -0.877818 3.687161 0.090 0.043 0.026
Sb -1.002332 -2.533721 1.093143 -0.427 0.222 -0.001
C -0.296325 -4.464851 0.509633 0.057 -0.144 0.113
C -1.170170 -5.551885 0.491160 0.144 -0.084 0.061
C -0.702749 -6.851851 0.317350 -0.108 0.115 0.035
C 0.653570 -7.046382 0.177892 0.012 -0.106 0.025
F 1.115961 -8.310685 0.023773 -0.009 0.034 -0.020
C 1.556974 -6.006335 0.202792 -0.006 0.146 0.061
C 1.069684 -4.716266 0.374739 0.016 -0.009 -0.076
C -2.722876 -2.395169 -0.215010 0.261 0.024 -0.150
C -3.029843 -3.306020 -1.221502 -0.013 -0.026 -0.084
C -3.997744 -3.027956 -2.183405 0.092 -0.083 0.098
C -4.638353 -1.812255 -2.132006 -0.099 0.046 -0.066
F -5.568477 -1.521228 -3.075881 0.038 0.003 0.047
C -4.369272 -0.876298 -1.154364 -0.005 0.055 0.030
C -3.412726 -1.180640 -0.198855 -0.108 -0.066 0.236
H -3.192767 -2.844820 6.037527 -0.001 0.012 -0.025
H -1.512138 -2.155235 4.098986 0.019 0.061 -0.046
H -3.894046 0.900932 2.740623 -0.018 0.003 0.047
H -5.733449 -0.771920 3.300993 0.021 -0.006 0.020
H -2.235750 -5.397422 0.615456 -0.023 -0.014 0.039
H -1.371866 -7.702646 0.296602 0.002 0.023 -0.008
H 2.614092 -6.209422 0.090498 -0.016 0.024 -0.035
H 1.774325 -3.890641 0.377021 -0.013 -0.001 0.005
H -2.498378 -4.244758 -1.290260 0.086 0.025 -0.051
H -4.232457 -3.728927 -2.974009 0.019 0.005 0.018
H -4.886440 0.073994 -1.158855 -0.039 -0.013 0.017
H -3.214859 -0.460999 0.589450 0.110 0.056 -0.106
```
Forces are in eV/Å.